Computed, not measured: 3 unconnected molecules or ions with the total composition C14H21N3O8 in a non-equilibrium geometry, with ωB97M-V/def2-TZVPD.

Positions of all 46 atoms, in Å:
C 4.164 -0.324 -0.470
C 2.823 0.370 -1.041
C 3.312 1.600 -1.994
C 1.887 -0.622 -1.907
N 0.469 -0.154 -1.834
O -0.075 -0.009 -3.084
C -0.183 1.376 -3.435
O 0.260 1.701 -4.570
C -0.778 2.513 -2.468
C -0.303 2.740 -0.999
C -0.841 3.852 -0.059
C -1.941 4.816 -0.581
C -2.451 4.601 -2.034
C -1.911 3.474 -2.988
C -0.367 -0.977 -0.964
O 0.020 -1.868 -0.174
O -1.781 -0.673 -0.999
H 4.115 -0.305 0.682
H 5.088 0.314 -0.750
H 4.306 -1.377 -0.885
H 2.236 0.757 -0.131
H 4.248 1.288 -2.598
H 3.571 2.541 -1.392
H 2.513 1.886 -2.766
H 2.216 -0.472 -3.008
H 2.048 -1.728 -1.683
H 0.518 2.033 -0.613
H -0.361 3.910 0.987
H -2.332 5.623 0.124
H -3.282 5.302 -2.414
H -2.315 3.358 -4.054
H -1.993 -0.346 -0.085
C 0.027 -2.371 2.751
N -0.006 -1.988 4.186
O 0.514 -0.928 4.498
O -0.555 -2.766 4.953
H 0.541 -1.593 2.191
H 0.562 -3.317 2.675
H -1.005 -2.471 2.415
C -3.761 -4.166 3.934
N -2.662 -4.368 2.954
O -1.922 -5.319 3.131
O -2.582 -3.560 2.039
H -3.710 -4.952 4.685
H -3.619 -3.187 4.389
H -4.702 -4.216 3.386

Calculated values
Charge = 0
LUMO energy = -0.0120 Ha
Gap between HOMO and LUMO = 9.04 eV
2S+1 = 1
SMILES string = CC(C)CN(OC(=O)c1ccccc1)C(=O)O.C[N+](=O)[O-].C[N+](=O)[O-]